{
  "formula": "C8H5FLiO3",
  "method": "the ωB97M-V functional and the def2-TZVPD basis",
  "orbital_gap_ev": 8.541,
  "total_charge": 1,
  "energy_ha": -640.63342,
  "symbols": ["O", "C", "C", "C", "C", "O", "C", "C", "C", "O", "F", "C", "H", "H", "H", "H", "H", "Li"],
  "coordinates": [[-3.685, -0.438, -0.292], [-2.491, -0.548, 0.045], [-2.024, -0.627, 1.588], [-0.825, 0.045, 1.971], [-0.107, 0.859, 0.775], [0.336, 2.012, 1.029], [-0.079, 0.126, -0.634], [1.147, 0.069, -1.660], [2.592, 0.252, -1.008], [2.928, 1.090, -0.160], [3.596, -0.665, -1.419], [-1.272, -0.564, -1.012], [-2.655, -1.234, 2.332], [-0.417, 0.007, 3.034], [1.141, -0.994, -2.109], [0.986, 0.771, -2.561], [-1.314, -1.125, -2.000], [2.145, 0.965, 2.080]],
  "lowdin_charge": [0.10, -0.27, 0.05, 0.01, -0.30, 0.02, -0.10, -0.02, -0.29, 0.06, 0.06, 0.10, 0.14, 0.12, 0.14, 0.16, 0.15, 0.86]
}

=====

{
  "formula": "C8H5FN2O",
  "method": "the ωB97M-V functional and the def2-TZVPD basis",
  "smiles": "Oc1cnnc2c(F)cccc12",
  "e_above_lowest_kcal_mol": 0.0,
  "orbital_gap_ev": 7.892,
  "energy_ha": -592.38777,
  "symbols": ["O", "C", "C", "N", "N", "C", "C", "F", "C", "C", "C", "C", "H", "H", "H", "H", "H"],
  "coordinates": [[1.993, 1.089, 1.562], [0.714, 1.035, 1.181], [-0.361, 1.573, 1.924], [-1.641, 1.445, 1.730], [-1.917, 0.726, 0.642], [-1.064, 0.128, -0.104], [-1.512, -0.745, -1.086], [-2.816, -1.011, -1.356], [-0.598, -1.536, -1.926], [0.740, -1.455, -1.594], [1.180, -0.555, -0.648], [0.290, 0.121, 0.180], [2.159, 1.794, 2.243], [0.074, 2.147, 2.796], [-0.936, -2.232, -2.708], [1.391, -2.104, -2.119], [2.304, -0.422, -0.717]],
  "lowdin_charge": [0.08, -0.24, -0.11, 0.07, 0.07, -0.24, -0.14, 0.06, 0.03, -0.10, -0.02, -0.11, 0.14, 0.13, 0.12, 0.10, 0.14]
}

=====

{
  "formula": "C8H5HgNO3S",
  "method": "the ωB97M-V functional and the def2-TZVPD basis",
  "orbital_gap_ev": 7.806,
  "total_charge": 2,
  "energy_ha": -1139.27326,
  "symbols": ["O", "C", "Hg", "C", "C", "O", "O", "S", "C", "N", "C", "C", "C", "C", "H", "H", "H", "H", "H"],
  "coordinates": [[0.002, 2.285, -3.449], [0.000, 1.649, -2.475], [0.040, 0.325, 0.025], [1.960, -0.911, -0.617], [-1.957, -0.903, -0.604], [2.928, -1.411, -0.926], [-2.920, -1.399, -0.922], [-0.179, 2.327, 1.481], [-0.005, 1.212, 2.792], [-0.806, 0.099, 3.044], [-0.776, -0.653, 4.211], [0.212, -0.354, 5.135], [1.120, 0.693, 4.890], [1.014, 1.432, 3.713], [-1.559, -0.114, 2.412], [-1.528, -1.461, 4.300], [0.270, -0.942, 6.052], [1.904, 0.950, 5.622], [1.681, 2.254, 3.451]],
  "lowdin_charge": [0.11, 0.04, 0.73, 0.03, 0.02, 0.21, 0.20, 0.70, -0.75, 0.05, 0.02, 0.00, 0.03, -0.07, 0.12, 0.16, 0.14, 0.15, 0.12]
}

=====

{
  "formula": "C8H5NO",
  "method": "the ωB97M-V functional and the def2-TZVPD basis",
  "smiles": "O=C1N=Cc2ccccc21",
  "e_above_lowest_kcal_mol": 68.8,
  "orbital_gap_ev": 8.832,
  "energy_ha": -437.71947,
  "symbols": ["O", "C", "N", "C", "C", "C", "C", "C", "C", "C", "H", "H", "H", "H", "H"],
  "coordinates": [[2.731, -1.569, -0.068], [2.019, -0.648, 0.006], [2.560, 0.727, -0.220], [1.680, 1.533, 0.095], [0.239, 0.839, 0.034], [-1.088, 1.182, 0.214], [-2.041, 0.086, -0.293], [-1.658, -1.265, -0.082], [-0.294, -1.388, 0.135], [0.613, -0.426, -0.089], [1.732, 2.682, -0.159], [-1.385, 2.216, 0.277], [-3.012, 0.516, -0.507], [-2.143, -2.112, -0.109], [0.047, -2.372, 0.768]],
  "lowdin_charge": [0.18, -0.40, 0.13, -0.07, -0.15, 0.03, 0.01, -0.05, -0.03, -0.23, 0.15, 0.09, 0.09, 0.05, 0.19]
}

=====

{
  "formula": "C8H5NS",
  "method": "the ωB97M-V functional and the def2-TZVPD basis",
  "e_above_lowest_kcal_mol": 31.8,
  "orbital_gap_ev": [5.635, 6.909],
  "energy_ha": -760.61505,
  "symbols": ["C", "C", "C", "C", "C", "C", "C", "C", "N", "S", "H", "H", "H", "H", "H"],
  "coordinates": [[0.045, -2.068, -1.111], [0.988, -1.128, -0.826], [-1.218, -1.676, -0.527], [1.082, 1.093, 0.164], [0.609, 2.251, 0.705], [0.439, -0.115, -0.025], [-0.941, -0.598, 0.275], [-1.508, 1.660, 1.364], [-0.705, 2.461, 0.970], [-1.867, 0.014, 1.611], [0.092, -3.051, -1.677], [1.947, -1.184, -1.155], [-2.153, -2.092, -0.476], [2.114, 1.270, -0.138], [1.075, 3.163, 0.845]],
  "lowdin_charge": [-0.08, -0.08, -0.10, -0.03, -0.13, -0.23, -0.52, -0.36, 0.02, 1.05, 0.12, 0.08, 0.07, 0.13, 0.08]
}

=====

{
  "formula": "C8H5O4",
  "method": "the ωB97M-V functional and the def2-TZVPD basis",
  "e_above_lowest_kcal_mol": 98.3,
  "orbital_gap_ev": 5.968,
  "total_charge": -1,
  "energy_ha": -608.67639,
  "symbols": ["C", "C", "C", "C", "C", "C", "C", "C", "O", "O", "O", "O", "H", "H", "H", "H", "H"],
  "coordinates": [[-2.285, -0.547, -0.306], [-1.972, -0.187, 0.965], [-1.500, -0.194, -1.346], [-0.821, 0.547, 1.223], [-0.261, 0.335, -1.104], [0.174, 0.652, 0.168], [2.892, -1.646, -0.178], [1.571, 0.882, 0.568], [3.513, -1.637, 0.767], [2.394, -1.849, -1.189], [2.180, 1.937, -0.010], [1.925, 2.037, 1.307], [-3.248, -1.056, -0.555], [-2.678, -0.382, 1.771], [-1.857, -0.208, -2.362], [-0.550, 0.732, 2.213], [0.524, 0.584, -1.931]],
  "lowdin_charge": [-0.18, -0.14, -0.15, -0.04, -0.09, -0.21, -0.52, -0.35, 0.19, 0.18, -0.11, -0.09, 0.10, 0.09, 0.09, 0.08, 0.14]
}

=====

{
  "formula": "C8H6",
  "method": "the ωB97M-V functional and the def2-TZVPD basis",
  "e_above_lowest_kcal_mol": 86.0,
  "orbital_gap_ev": 8.445,
  "energy_ha": -308.16159,
  "symbols": ["C", "C", "C", "C", "C", "C", "C", "C", "H", "H", "H", "H", "H", "H"],
  "coordinates": [[-1.638, 2.093, -0.806], [-1.397, 1.770, 0.477], [1.149, -0.795, 0.796], [0.451, 0.126, 1.442], [0.438, -1.352, -0.488], [-0.385, 1.221, -0.783], [-0.756, -0.304, -0.595], [-0.690, 0.504, 0.636], [2.121, -1.083, 1.077], [0.509, 0.760, 2.399], [1.194, -1.274, -1.261], [0.044, -2.423, -0.513], [0.664, 1.412, -1.170], [-1.703, -0.656, -1.211]],
  "lowdin_charge": [0.02, 0.02, -0.06, -0.05, -0.09, -0.22, -0.14, -0.31, 0.09, 0.15, 0.10, 0.13, 0.17, 0.18]
}

=====

{
  "formula": "C8H6BF13MgN3O3S",
  "method": "the ωB97M-V functional and the def2-TZVPD basis",
  "e_above_lowest_kcal_mol": 12.6,
  "orbital_gap_ev": 8.323,
  "total_charge": -1,
  "energy_ha": -2620.33140,
  "symbols": ["Mg", "F", "B", "F", "F", "F", "O", "N", "O", "C", "N", "C", "C", "N", "C", "S", "H", "H", "H", "H", "H", "H", "F", "C", "F", "F", "C", "O", "C", "F", "F", "F", "C", "F", "F", "F"],
  "coordinates": [[-0.472, -0.645, -0.599], [-1.652, -3.609, -1.935], [-1.480, -3.459, -0.586], [-1.837, -2.031, -0.247], [-2.284, -4.272, 0.173], [-0.132, -3.564, -0.202], [1.577, -0.924, -0.590], [1.625, -1.190, -1.821], [0.481, -1.201, -2.329], [2.462, 0.785, 2.334], [2.292, -0.657, 2.321], [3.306, -1.584, 2.151], [2.721, -2.783, 1.963], [1.361, -2.571, 2.032], [1.088, -1.261, 2.214], [-0.437, -0.513, 2.255], [3.508, 0.998, 2.545], [1.829, 1.226, 3.100], [2.179, 1.195, 1.364], [4.342, -1.299, 2.168], [3.147, -3.750, 1.775], [0.644, -3.206, 1.706], [0.055, 3.566, -2.467], [-0.916, 2.646, -2.619], [-1.884, 3.213, -3.370], [-0.404, 1.634, -3.316], [-1.425, 2.154, -1.220], [-0.554, 1.307, -0.675], [-1.616, 3.396, -0.292], [-2.206, 4.433, -0.925], [-2.386, 3.086, 0.765], [-0.443, 3.825, 0.182], [-2.812, 1.460, -1.415], [-2.693, 0.526, -2.391], [-3.819, 2.277, -1.742], [-3.166, 0.794, -0.306]],
  "lowdin_charge": [0.64, 0.17, -1.20, -0.02, 0.16, 0.11, -0.17, -0.14, -0.13, -0.03, -0.13, -0.06, -0.07, 0.08, -0.79, 0.66, 0.09, 0.08, 0.10, 0.11, 0.11, 0.14, 0.16, -0.54, 0.15, 0.17, -0.34, -0.16, -0.53, 0.14, 0.16, 0.16, -0.53, 0.16, 0.17, 0.16]
}

=====

{
  "formula": "C8H6ClF5Si",
  "method": "the ωB97M-V functional and the def2-TZVPD basis",
  "smiles": "FC(F)[Si@](F)(Cl)C1=CC=C[C@@H]2[C@H]1C2(F)F",
  "e_above_lowest_kcal_mol": 0.0,
  "orbital_gap_ev": 8.863,
  "energy_ha": -1557.47957,
  "symbols": ["F", "C", "F", "Si", "F", "Cl", "C", "C", "C", "C", "C", "C", "C", "F", "F", "H", "H", "H", "H", "H", "H"],
  "coordinates": [[1.644, -2.517, 1.353], [2.296, -2.359, 0.186], [3.136, -1.266, 0.224], [0.955, -1.900, -1.243], [-0.005, -3.127, -1.535], [1.994, -1.754, -2.950], [-0.043, -0.160, -0.452], [0.873, 0.833, -0.233], [0.446, 1.987, 0.579], [-0.679, 1.992, 1.319], [-1.722, 1.099, 1.000], [-1.464, 0.013, -0.062], [-2.369, 1.223, -0.359], [-2.100, 2.101, -1.339], [-3.667, 0.803, -0.574], [3.008, -3.168, 0.019], [1.952, 0.666, -0.419], [1.226, 2.763, 0.668], [-0.981, 2.799, 1.961], [-2.496, 0.905, 1.773], [-2.003, -0.934, 0.085]],
  "lowdin_charge": [0.02, -0.42, -0.04, 0.26, -0.16, 0.42, -0.14, -0.10, -0.06, -0.06, -0.15, -0.12, -0.41, 0.13, 0.07, 0.12, 0.10, 0.11, 0.12, 0.16, 0.15]
}

=====

{
  "formula": "C8H6I2O",
  "method": "the ωB97M-V functional and the def2-TZVPD basis",
  "e_above_lowest_kcal_mol": 0.0,
  "orbital_gap_ev": 8.913,
  "energy_ha": -979.01762,
  "symbols": ["C", "C", "C", "C", "C", "C", "C", "C", "O", "I", "I", "H", "H", "H", "H", "H", "H"],
  "coordinates": [[-1.832, -1.270, -0.572], [-2.198, -0.031, -0.066], [-0.476, -1.529, -0.692], [-1.335, 0.805, 0.545], [0.430, -0.535, -0.275], [0.024, 0.620, 0.378], [1.884, -0.564, -0.369], [1.212, 1.393, 0.734], [2.377, 0.423, 0.535], [1.325, 3.076, -0.697], [1.221, 2.029, 2.717], [-2.640, -1.838, -0.929], [-3.227, 0.060, -0.060], [-0.034, -2.545, -1.018], [-1.646, 1.623, 1.030], [2.522, -1.436, 0.001], [2.393, -0.282, -1.262]],
  "lowdin_charge": [-0.06, -0.07, 0.00, -0.05, -0.17, -0.38, -0.17, -1.22, -0.25, 0.77, 0.92, 0.09, 0.09, 0.15, 0.07, 0.16, 0.11]
}